C8H16O5 | ωB97M-V/def2-TZVPD

Structure (ORCA input):
```
! wB97M-V def2-TZVPD RIJCOSX def2/J DEFGRID3
* xyz 0 1
C 1.093 1.220 0.783
C 2.463 0.507 0.565
C 2.732 0.159 -0.895
C -1.271 0.960 0.552
C -1.574 -1.354 -0.622
C -3.268 0.630 -0.920
C -3.246 -0.654 1.167
C -2.296 -0.111 0.027
O -0.018 0.384 0.582
O 2.476 -0.676 1.293
O 3.479 1.146 -1.467
O 5.229 -1.427 -0.818
O -1.427 2.105 0.710
H 1.065 1.662 1.777
H 1.126 2.085 -0.016
H 3.235 1.192 0.863
H -0.942 -1.181 -1.507
H -2.295 -1.850 -1.143
H -1.305 -1.944 0.173
H -2.948 1.653 -0.953
H -3.324 0.202 -1.911
H -4.288 0.581 -0.477
H -3.702 0.222 1.671
H -2.681 -1.274 1.895
H -4.032 -1.253 0.712
H 5.595 -0.975 0.027
H 3.809 0.870 -2.295
H 4.261 -1.519 -0.511
H 2.053 -1.358 0.738
*
```

* LUMO energy: 0.0 eV
* gap between HOMO and LUMO: 0.34182 Eh
* energy above the lowest of the compared OMol25 structures with the same formula, charge and spin: 242.05 kJ/mol

C8H16OP | ωB97M-V/def2-TZVPD

Structure (ORCA input):
```
! wB97M-V def2-TZVPD RIJCOSX def2/J DEFGRID3
* xyz 1 1
C 2.616 0.164 1.276
C 2.585 0.057 -0.055
C 1.615 0.958 -0.851
P -0.090 0.639 -0.276
C -1.132 2.139 -0.139
C -1.811 2.145 1.277
O -2.224 3.107 1.764
C -0.817 -0.628 -1.391
C -0.437 -2.021 -0.784
C -1.249 -2.337 0.516
H 2.676 1.133 1.764
H 2.551 -0.750 1.858
H 3.256 -0.602 -0.591
H 1.911 2.012 -0.795
H 1.674 0.668 -1.902
H -0.089 0.037 0.992
H -1.958 2.135 -0.853
H -0.561 3.066 -0.189
H -1.861 1.150 1.779
H -0.397 -0.547 -2.391
H -1.905 -0.583 -1.374
H -0.673 -2.785 -1.520
H 0.623 -2.011 -0.521
H -1.479 -3.395 0.546
H -0.665 -2.017 1.378
H -2.159 -1.733 0.481
*
```

* LUMO energy: -3.7 eV
* gap between HOMO and LUMO: 0.33698 Eh

C8H16OSi | ωB97M-V/def2-TZVPD

Structure (ORCA input):
```
! wB97M-V def2-TZVPD RIJCOSX def2/J DEFGRID3
* xyz 0 1
C 4.149 0.069 -0.070
C 3.016 0.445 -0.068
C 1.596 0.921 -0.061
C 0.689 -0.355 0.038
C 1.094 -1.115 -1.183
O 0.920 -0.982 1.297
Si -1.223 0.041 0.112
C -2.192 -1.570 0.277
C -1.435 1.052 1.707
C -1.656 1.054 -1.468
H 5.051 -0.368 0.200
H 1.357 1.656 0.709
H 1.516 1.546 -0.884
H 0.846 -2.233 -1.271
H 0.525 -0.793 -2.093
H 2.133 -1.094 -1.279
H 0.435 -0.459 1.991
H -2.241 -2.159 -0.535
H -1.736 -2.193 1.219
H -3.164 -1.440 0.448
H -0.794 1.958 1.754
H -2.343 1.559 1.729
H -1.323 0.595 2.699
H -1.222 2.064 -1.454
H -1.352 0.490 -2.246
H -2.647 1.312 -1.569
*
```

* LUMO energy: 0.7 eV
* SMILES: C#CC[C@@](C)(O)[Si](C)(C)C
* gap between HOMO and LUMO: 0.36645 Eh
* energy above the lowest of the compared OMol25 structures with the same formula, charge and spin: 295.93 kJ/mol

C8H16S4Se4Ti | ωB97M-V/def2-TZVPD

Structure (ORCA input):
```
! wB97M-V def2-TZVPD RIJCOSX def2/J DEFGRID3
* xyz 1 2
Ti -1.831 -0.409 -0.151
C -0.083 2.445 1.498
C 0.431 1.163 2.123
S -0.960 0.013 2.299
C -0.088 -1.507 2.746
C 0.918 -2.005 1.717
S 0.253 -2.072 0.022
C 1.609 -1.317 -0.911
C 1.120 -1.076 -2.331
S -0.473 -0.199 -2.451
C 0.048 1.534 -2.558
C 0.522 2.143 -1.249
S -0.881 2.151 -0.101
H 0.717 3.172 1.360
H -0.846 2.911 2.122
H 0.854 1.352 3.110
H 1.197 0.712 1.491
H -0.874 -2.241 2.911
H 0.413 -1.340 3.701
H 1.248 -3.005 1.993
H 1.801 -1.367 1.686
H 2.457 -2.002 -0.918
H 1.913 -0.390 -0.425
H 0.960 -2.027 -2.840
H 1.856 -0.519 -2.910
H -0.838 2.057 -2.923
H 0.815 1.608 -3.328
H 0.837 3.174 -1.412
H 1.356 1.588 -0.819
Se -3.021 -2.288 1.003
Se -3.087 -2.408 -1.312
Se -4.778 -0.888 -1.891
Se -3.564 1.037 -1.252
*
```

* LUMO energy (spin up / spin down): -3.4 / -3.2 eV
* ⟨S²⟩: 0.7604
* gap between HOMO and LUMO (spin up / spin down): 0.26775 / 0.27587 Eh
* energy above the lowest of the compared OMol25 structures with the same formula, charge and spin: 0.00 kJ/mol

C8H16Si | ωB97M-V/def2-TZVPD

Structure (ORCA input):
```
! wB97M-V def2-TZVPD RIJCOSX def2/J DEFGRID3
* xyz 0 1
C -2.180 0.085 -2.297
C -1.706 0.638 -1.234
C -1.107 -1.769 0.499
C -1.662 -0.793 1.466
C -0.767 -0.331 0.333
C 1.448 0.294 -1.556
C 2.012 -0.875 1.196
C 0.951 2.140 1.025
Si 0.915 0.354 0.294
H -2.617 0.679 -3.010
H -2.015 -0.943 -2.512
H -1.658 1.734 -1.040
H -0.293 -2.377 0.906
H -1.718 -2.383 -0.164
H -2.707 -0.464 1.529
H -1.117 -0.864 2.455
H 2.344 -0.401 -1.645
H 0.543 -0.065 -2.098
H 1.756 1.221 -2.056
H 2.225 -1.885 0.694
H 3.058 -0.556 1.421
H 1.533 -0.975 2.174
H 0.176 2.780 0.602
H 0.666 2.288 2.075
H 1.918 2.469 0.944
*
```

* LUMO energy: 0.9 eV
* gap between HOMO and LUMO: 0.37526 Eh
* energy above the lowest of the compared OMol25 structures with the same formula, charge and spin: 366.40 kJ/mol

C8H16Si | ωB97M-V/def2-TZVPD

Structure (ORCA input):
```
! wB97M-V def2-TZVPD RIJCOSX def2/J DEFGRID3
* xyz 0 3
C 3.786 -0.265 -0.329
C 2.846 -0.553 -0.982
C 4.909 0.368 0.473
C -2.879 0.129 -1.050
C -0.520 -0.919 -0.477
C -2.742 -1.644 0.756
C -0.307 2.173 0.327
C -2.041 -0.546 -0.020
Si -0.605 0.426 0.890
H 4.277 0.524 1.362
H 5.647 -0.410 0.793
H 5.436 1.218 0.052
H -3.542 -0.708 -1.544
H -3.686 0.902 -0.737
H -2.309 0.747 -1.775
H -0.218 -0.455 -1.452
H -0.363 -1.922 -0.163
H 1.913 -0.841 -1.324
H -3.360 -2.434 0.089
H -2.012 -2.458 1.026
H -3.253 -1.333 1.676
H -0.982 3.054 0.714
H 0.759 2.530 0.298
H -0.553 2.176 -0.777
H -0.201 0.241 2.172
*
```

* LUMO energy (spin up / spin down): 0.8 / -2.3 eV
* ⟨S²⟩: 2.0055
* gap between HOMO and LUMO (spin up / spin down): 0.15764 / 0.27745 Eh
* energy above the lowest of the compared OMol25 structures with the same formula, charge and spin: 410.06 kJ/mol

C8H16Si3 | ωB97M-V/def2-TZVPD

Structure (ORCA input):
```
! wB97M-V def2-TZVPD RIJCOSX def2/J DEFGRID3
* xyz 0 1
C 0.459 -1.461 2.107
C -0.856 -1.720 1.725
C 1.128 -0.321 1.637
C -1.441 -0.924 0.797
C 0.497 0.616 0.843
C -0.828 0.268 0.454
C -2.230 1.232 -2.017
C 2.206 -1.410 -1.441
Si 1.436 2.179 0.330
Si -2.147 1.408 -0.107
Si 0.773 -2.633 -1.392
H 0.993 -2.014 2.773
H -1.408 -2.545 2.143
H 2.180 -0.282 1.838
H -2.520 -1.104 0.694
H -1.415 1.746 -2.530
H -2.088 0.138 -2.306
H -3.060 1.811 -2.338
H 2.027 -0.913 -0.449
H 3.161 -1.868 -1.500
H 2.099 -0.607 -2.230
H 1.511 3.225 1.357
H 0.689 2.806 -0.828
H 2.726 1.620 -0.095
H -3.553 1.318 0.485
H -1.611 2.841 0.323
H 1.270 -3.407 -0.275
*
```

* LUMO energy: -0.2 eV
* gap between HOMO and LUMO: 0.28476 Eh
* energy above the lowest of the compared OMol25 structures with the same formula, charge and spin: 189.83 kJ/mol

C8H17AsBrO4 | ωB97M-V/def2-TZVPD

Structure (ORCA input):
```
! wB97M-V def2-TZVPD RIJCOSX def2/J DEFGRID3
* xyz -1 1
C 4.288 0.835 0.081
C 2.838 0.487 0.482
C 2.662 -0.994 0.313
O 2.870 -1.753 1.165
O 2.249 -1.342 -0.907
C 1.082 -2.186 -0.925
C -0.081 -1.675 -0.109
As -0.945 0.034 -0.793
Br -1.890 -1.242 -2.767
C -2.671 -0.373 0.205
C -3.085 0.686 1.246
C -2.989 2.095 0.772
O -2.132 2.843 1.036
O -4.036 2.478 0.015
H 4.348 1.868 -0.234
H 4.615 0.180 -0.713
H 4.938 0.653 0.930
H 2.628 0.768 1.500
H 2.143 0.942 -0.210
H 1.312 -3.205 -0.625
H 0.756 -2.220 -1.955
H 0.141 -1.536 0.947
H -0.843 -2.443 -0.161
H 0.328 0.374 -1.657
H -1.633 1.312 -1.412
H -0.401 0.873 0.413
H -3.466 -0.453 -0.522
H -2.600 -1.314 0.737
H -4.141 0.517 1.454
H -2.587 0.565 2.193
H -3.700 3.227 -0.499
*
```

* LUMO energy: 3.2 eV
* gap between HOMO and LUMO: 0.26684 Eh

C8H17Cl2NO4PW | ωB97M-V/def2-TZVPD

Structure (ORCA input):
```
! wB97M-V def2-TZVPD RIJCOSX def2/J DEFGRID3
* xyz 3 3
C 0.630 -2.491 -0.918
C -0.370 -1.439 -0.526
H 0.094 -3.366 -1.319
H 1.199 -2.791 -0.027
H 1.335 -2.150 -1.684
O -1.567 -1.702 -0.383
Cl 2.482 -0.040 0.085
W 0.287 0.666 -0.115
P 0.150 1.271 -2.337
C -1.489 1.837 -2.826
C 1.317 2.675 -2.479
H 1.738 -0.325 -3.208
H 0.760 0.405 -4.509
H 0.052 -0.853 -3.459
C 0.731 0.006 -3.486
H 2.220 2.484 -1.880
H 1.597 2.787 -3.539
H -1.485 2.156 -3.877
H -1.807 2.677 -2.197
H 0.831 3.597 -2.124
H -2.208 1.018 -2.703
C -1.717 1.041 0.239
O -2.842 1.307 0.350
Cl 0.654 2.622 1.011
N 0.503 -1.729 4.714
C -0.702 -0.852 4.628
C -0.889 -0.615 3.117
O -2.037 -0.475 2.655
O 0.240 -0.647 2.521
H 0.264 -2.616 4.257
H 0.810 -1.916 5.662
H 1.256 -1.278 4.147
H -1.577 -1.341 5.062
H -0.460 0.077 5.147
*
```

* LUMO energy (spin up / spin down): -14.9 / -14.3 eV
* ⟨S²⟩: 2.0514
* gap between HOMO and LUMO (spin up / spin down): 0.17268 / 0.19196 Eh

C8H17ClHoO8 | ωB97M-V/def2-TZVPD

Structure (ORCA input):
```
! wB97M-V def2-TZVPD RIJCOSX def2/J DEFGRID3
* xyz 1 5
Ho 0.483 -0.263 0.852
C -1.717 1.851 0.072
C -0.443 2.654 0.186
O 0.609 1.683 0.084
C 1.684 2.128 -0.723
C 1.302 1.367 -1.936
O 0.529 0.314 -1.296
C 0.884 -0.914 -1.963
C 0.080 -2.109 -1.481
O 0.219 -2.215 -0.078
C -0.943 -1.768 0.677
C -1.807 -0.548 0.209
O -1.430 0.690 0.829
H -1.923 1.621 -0.979
H -2.574 2.382 0.494
H -0.358 3.120 1.173
H -0.405 3.430 -0.586
H 2.611 1.743 -0.287
H 1.762 3.210 -0.858
H 2.176 1.025 -2.501
H 0.624 1.925 -2.590
H 1.945 -1.106 -1.761
H 0.741 -0.802 -3.044
H 0.506 -3.016 -1.923
H -0.966 -2.075 -1.798
H -0.593 -1.594 1.700
H -1.606 -2.641 0.705
H -2.838 -0.730 0.535
H -1.832 -0.454 -0.878
O 1.229 -2.064 4.093
Cl 0.184 -1.801 3.124
O -1.041 -2.463 3.523
O 0.592 -2.260 1.819
O -0.037 -0.380 3.009
H 2.353 0.062 1.597
*
```

* LUMO energy (spin up / spin down): -2.9 / -2.9 eV
* ⟨S²⟩: 6.0044
* gap between HOMO and LUMO (spin up / spin down): 0.31155 / 0.31012 Eh
* energy above the lowest of the compared OMol25 structures with the same formula, charge and spin: 11.89 kJ/mol

C8H17ClI2O2PTl | ωB97M-V/def2-TZVPD

Structure (ORCA input):
```
! wB97M-V def2-TZVPD RIJCOSX def2/J DEFGRID3
* xyz 2 1
I -1.587 4.480 -2.512
I -1.536 4.812 0.194
Tl -0.599 1.239 -0.489
P 2.086 0.972 -0.821
C 3.211 1.450 0.505
C 2.780 -0.481 -1.668
H 1.274 2.068 -2.803
H 2.972 2.541 -2.435
H 1.558 3.245 -1.554
C 1.983 2.343 -2.013
H 2.077 -0.815 -2.443
H 3.758 -0.246 -2.110
H 4.204 1.677 0.112
H 3.298 0.639 1.233
H 2.891 -1.306 -0.950
H 2.834 2.326 1.038
C 0.231 1.148 2.067
O 0.447 0.928 3.160
Cl -0.904 0.095 -2.776
C -2.460 -2.885 1.822
C -3.379 -1.756 1.360
C -2.784 -1.429 -0.010
O -1.322 -1.578 0.173
C -1.080 -2.387 1.359
H -2.529 -3.188 2.855
H -2.702 -3.776 1.242
H -3.249 -0.891 2.005
H -4.437 -1.938 1.376
H -3.262 -2.005 -0.833
H -2.867 -0.404 -0.368
H -0.605 -1.737 2.111
H -0.302 -3.143 1.174
*
```

* LUMO energy (spin up / spin down): -11.2 / -11.2 eV
* gap between HOMO and LUMO (spin up / spin down): 0.17250 / 0.17263 Eh
* energy above the lowest of the compared OMol25 structures with the same formula, charge and spin: 0.00 kJ/mol

C8H17N2 | ωB97M-V/def2-TZVPD

Structure (ORCA input):
```
! wB97M-V def2-TZVPD RIJCOSX def2/J DEFGRID3
* xyz 1 1
C 1.133 -2.203 -0.631
C 1.278 1.624 -0.697
C -0.355 -0.802 0.782
C -0.064 -1.738 -0.389
C 0.603 2.942 -0.518
C -1.209 -1.387 1.791
C -1.070 -1.781 -1.500
C -0.305 1.253 1.928
N 0.047 0.396 0.849
N 1.189 0.880 -1.781
H 1.909 -2.237 0.037
H 1.390 -2.767 -1.539
H 2.061 1.613 -0.013
H 1.030 3.315 0.382
H -0.422 2.636 -0.286
H 0.735 3.488 -1.422
H -0.850 -1.487 2.806
H -1.491 -2.494 1.552
H -2.286 -1.101 1.915
H -1.911 -2.542 -1.371
H -0.603 -2.312 -2.422
H -1.371 -0.831 -1.899
H -0.106 2.301 1.641
H -1.368 1.413 2.097
H 0.232 0.900 2.783
H 1.514 -0.076 -1.807
H 0.290 0.997 -2.288
*
```

* LUMO energy: -3.6 eV
* gap between HOMO and LUMO: 0.36704 Eh
* energy above the lowest of the compared OMol25 structures with the same formula, charge and spin: 337.57 kJ/mol

C8H17N2 | ωB97M-V/def2-TZVPD

Structure (ORCA input):
```
! wB97M-V def2-TZVPD RIJCOSX def2/J DEFGRID3
* xyz 1 1
C -2.403 0.606 -0.675
N -1.261 -0.324 -0.606
C -0.102 -0.014 -1.540
C 0.875 0.510 -0.468
C 1.213 1.980 -0.222
C 2.118 -0.371 -0.365
N 1.556 -1.774 -0.214
C 0.468 -1.708 0.727
C -0.311 -0.356 0.622
C -0.910 0.040 1.858
H -2.018 1.576 -0.338
H -2.674 0.548 -1.698
H -3.358 0.311 -0.159
H -1.637 -1.288 -0.744
H -0.502 0.496 -2.369
H 0.227 -1.072 -1.840
H 0.358 2.686 -0.511
H 2.151 2.227 -0.726
H 1.345 2.043 0.925
H 2.775 -0.275 -1.279
H 2.615 0.062 0.478
H 2.384 -2.317 0.054
H 0.741 -1.659 1.754
H -0.131 -2.682 0.768
H -1.999 -0.205 1.890
H -1.065 1.162 1.897
H -0.455 -0.203 2.780
*
```

* LUMO energy: -2.7 eV
* SMILES: C[N@H+]1C[C@]2(C)CNC[C@]12C
* gap between HOMO and LUMO: 0.37987 Eh
* energy above the lowest of the compared OMol25 structures with the same formula, charge and spin: 269.25 kJ/mol

C8H17N3O3 | ωB97M-V/def2-TZVPD

Structure (ORCA input):
```
! wB97M-V def2-TZVPD RIJCOSX def2/J DEFGRID3
* xyz 0 1
N -2.167 4.249 1.630
C -1.178 3.609 0.724
C -1.430 2.104 0.447
C -0.350 1.484 -0.422
C -0.655 -0.006 -0.750
C 0.156 -1.043 0.097
N -0.065 -2.345 -0.426
C 0.874 -3.174 -0.959
O 0.694 -4.353 -1.157
C 2.283 -2.562 -1.304
N 3.251 -3.448 -1.990
C -0.279 -1.025 1.535
O -1.291 -1.499 1.932
O 0.534 -0.299 2.367
H -3.121 4.276 1.188
H -1.874 5.273 1.775
H -1.026 4.215 -0.179
H -0.258 3.609 1.297
H -1.484 1.605 1.446
H -2.419 1.918 0.011
H -0.253 2.055 -1.393
H 0.643 1.698 -0.051
H -0.400 -0.277 -1.821
H -1.681 -0.241 -0.525
H 1.225 -0.875 0.120
H -0.963 -2.773 -0.259
H 2.162 -1.683 -1.887
H 2.782 -2.289 -0.337
H 2.857 -3.540 -2.890
H 3.212 -4.300 -1.501
H 0.220 -0.363 3.283
*
```

* LUMO energy: 0.6 eV
* SMILES: NCCCC[C@H](NC(=O)CN)C(=O)O
* gap between HOMO and LUMO: 0.37289 Eh
* energy above the lowest of the compared OMol25 structures with the same formula, charge and spin: 17.97 kJ/mol

C8H17N4OS | ωB97M-V/def2-TZVPD

Structure (ORCA input):
```
! wB97M-V def2-TZVPD RIJCOSX def2/J DEFGRID3
* xyz 1 3
C -0.518 -0.040 -0.210
C 1.591 -0.495 -1.088
C 0.009 1.011 0.710
C -2.291 -1.285 -1.217
C -2.810 0.842 -0.210
C -2.199 -1.054 1.288
C 4.110 -1.311 0.809
C -1.969 -0.316 -0.143
N 0.200 -0.684 -1.066
N 2.074 0.342 -0.043
N 0.956 2.486 -0.830
N 1.304 1.538 0.147
O 2.314 -1.118 -1.805
S 3.799 0.313 0.089
H -0.632 1.875 0.941
H 0.310 0.553 1.642
H -3.396 -1.236 -1.463
H -1.638 -1.087 -2.059
H -2.049 -2.225 -0.696
H -3.829 0.681 0.091
H -2.818 1.196 -1.190
H -2.525 1.639 0.629
H -3.229 -1.135 1.496
H -1.752 -0.617 2.165
H -1.991 -2.100 1.220
H 3.734 -2.046 0.196
H 4.033 -1.296 1.843
H 5.221 -1.456 0.599
H 1.795 2.751 -1.394
H 0.308 2.156 -1.403
H 1.889 2.116 0.952
*
```

* LUMO energy (spin up / spin down): -3.9 / -8.4 eV
* ⟨S²⟩: 2.0168
* gap between HOMO and LUMO (spin up / spin down): 0.19385 / 0.15892 Eh
* energy above the lowest of the compared OMol25 structures with the same formula, charge and spin: 18.71 kJ/mol

C8H17N5O3P | ωB97M-V/def2-TZVPD

Structure (ORCA input):
```
! wB97M-V def2-TZVPD RIJCOSX def2/J DEFGRID3
* xyz 1 1
H 3.184 -4.184 -2.553
N 3.730 -3.592 -1.902
C 3.000 -2.566 -1.554
C 3.634 -1.492 -0.555
C 1.500 -2.325 -2.113
C 0.648 -1.367 -1.198
N 0.180 -1.881 0.070
C -0.502 -0.723 0.562
N -1.068 -0.792 1.787
P -1.940 0.411 2.688
O -2.488 -0.253 3.960
O -0.938 1.685 3.258
O -3.316 1.005 1.872
N -0.506 0.403 -0.280
C -1.006 1.789 -0.242
C -2.430 1.984 -0.992
C -3.107 3.340 -0.432
N 0.221 -0.031 -1.365
H 3.090 -1.461 0.445
H 4.732 -1.697 -0.345
H 3.483 -0.477 -1.069
H 1.006 -3.358 -2.064
H 1.558 -2.005 -3.198
H -0.937 -1.696 2.277
H -0.026 1.383 3.035
H -3.752 1.559 2.563
H -1.034 2.287 0.773
H -0.275 2.416 -0.869
H -2.301 2.125 -2.111
H -3.122 1.092 -0.838
H -4.124 3.537 -0.913
H -3.274 3.303 0.696
H -2.405 4.224 -0.610
H 0.470 0.497 -2.206
*
```

* LUMO energy: -3.8 eV
* SMILES: [H]/N=C(/C)Cc1n/c(=[NH+]/P(=O)(O)O)n(CCC)[nH]1
* gap between HOMO and LUMO: 0.35030 Eh
* energy above the lowest of the compared OMol25 structures with the same formula, charge and spin: 327.63 kJ/mol